106
Properties=species:S:1:pos:R:3:forces:R:3:mulliken_spin:R:1 method="wB97M-V/def2-TZVPD" spin_multiplicity=2 lumo_ev="0.16 / -0.40" homo_lumo_gap_ev="6.5 / 8.2" relative_energy_kcal_mol=0.0
Ti -0.068406 -0.930682 -0.363631 0.4 0.3 0.2 0.023
C -2.244351 1.200839 -4.250846 0.0 0.0 0.0 -0.001
N -1.773312 1.412863 -2.893528 0.0 0.1 0.1 -0.002
C -0.654446 2.327207 -2.781597 0.0 0.0 0.0 0.103
C -2.358050 0.821043 -1.829020 0.0 -0.2 -0.1 -0.010
N -1.709222 0.526754 -0.704678 -0.1 0.1 -0.1 -0.004
C -2.558157 0.642535 0.490872 0.0 0.0 0.1 0.000
C -1.708225 0.882175 1.745027 0.0 0.0 0.0 0.001
N -0.272476 0.559016 1.551204 -0.1 -0.1 0.1 0.001
C 0.183176 -0.285825 2.678690 0.0 0.0 0.0 0.001
C 1.557516 -0.823813 2.381086 0.0 0.0 0.0 0.000
N 1.441644 -1.631893 1.169771 0.0 0.0 -0.1 0.007
C 2.514156 -2.347553 0.860739 0.1 0.1 0.1 -0.001
N 3.787377 -1.893669 1.099032 0.0 0.0 0.0 0.000
C 4.860535 -2.790315 1.480707 0.0 0.0 0.0 0.000
C 4.187372 -0.516218 0.890349 0.0 0.0 0.0 -0.002
N 2.433892 -3.595218 0.364738 0.0 0.0 0.0 0.001
C 1.412709 -4.542807 0.776825 0.0 0.0 0.0 0.000
C 3.288477 -4.048865 -0.715541 0.0 0.0 0.0 0.000
C 0.530668 1.814084 1.563270 0.0 0.0 0.0 0.005
C -0.008942 2.974392 0.714490 0.0 0.1 0.0 -0.004
N 1.000767 3.431617 -0.212348 0.0 0.0 0.0 0.002
C 1.125491 4.674345 -0.475995 -0.1 0.0 0.1 0.001
N 0.221596 5.671743 -0.106753 0.0 0.0 -0.1 0.000
C 0.652071 7.000743 0.264053 0.0 0.0 0.0 0.000
C -1.180953 5.532922 -0.428945 0.0 0.0 0.0 0.000
N 2.267437 5.117029 -1.136699 0.0 0.0 0.0 0.001
C 3.323891 4.133016 -1.297712 0.0 0.0 0.0 -0.003
C 2.064434 5.909192 -2.340374 0.0 0.0 0.0 0.000
N -3.694218 0.576364 -1.962489 0.0 0.0 0.0 0.000
C -4.601467 1.519255 -2.584445 0.0 0.0 0.0 0.000
C -4.300248 -0.637509 -1.448482 0.0 0.0 0.0 0.000
H -2.783187 2.069567 -4.640298 0.0 0.0 0.0 -0.001
H -2.884789 0.324353 -4.295127 0.0 0.0 0.0 0.002
H -1.380463 1.016342 -4.890387 0.0 0.0 0.0 0.001
H -0.244934 2.320523 -1.780296 0.0 0.0 0.0 -0.077
H -0.980716 3.340816 -3.045039 0.0 0.0 0.0 -0.002
H 0.142173 2.038898 -3.470472 0.0 0.0 0.0 0.003
H -3.145139 -0.257867 0.653730 0.0 0.0 0.0 0.000
H -3.258719 1.473490 0.363134 0.0 0.0 0.0 0.000
H -2.100330 0.264476 2.551486 0.0 0.0 0.0 0.000
H -1.796890 1.918678 2.075876 0.0 0.0 0.0 0.000
H -0.503441 -1.124963 2.774688 0.0 0.0 0.0 0.000
H 0.175277 0.294008 3.609930 0.0 0.0 0.0 0.000
H 1.880458 -1.454423 3.215448 0.0 0.0 0.0 0.000
H 2.273372 -0.002279 2.311286 0.0 0.0 0.0 0.000
H 4.453089 -3.747572 1.794225 0.0 0.0 0.0 0.000
H 5.406951 -2.351275 2.318908 0.0 0.0 0.0 0.000
H 5.570352 -2.959189 0.665012 0.0 0.0 0.0 0.000
H 3.377976 0.037837 0.425496 0.0 0.0 0.0 -0.003
H 5.050118 -0.493240 0.217060 0.0 0.0 0.0 0.000
H 4.481758 -0.040173 1.831431 0.0 0.0 0.0 0.000
H 0.731574 -4.086703 1.488851 0.0 0.0 0.0 0.000
H 1.906485 -5.399604 1.247938 0.0 0.0 0.0 0.000
H 0.848863 -4.904089 -0.081094 0.0 0.0 0.0 0.000
H 3.919167 -3.235978 -1.068099 0.0 0.0 0.0 0.001
H 2.651513 -4.373095 -1.541969 0.0 0.0 0.0 0.000
H 3.918388 -4.888493 -0.406895 0.0 0.0 0.0 0.000
H 1.534571 1.600627 1.213111 0.0 0.0 0.0 -0.002
H 0.591257 2.141830 2.609215 0.0 0.0 0.0 0.000
H -0.335435 3.786429 1.376549 0.0 0.0 0.0 0.000
H -0.894821 2.639145 0.168838 0.0 0.0 0.0 -0.001
H 1.718699 6.996139 0.471952 0.0 0.0 0.0 0.000
H 0.121089 7.319865 1.165285 0.0 0.0 0.0 0.000
H 0.452232 7.745862 -0.516629 0.0 0.0 0.0 0.000
H -1.372194 4.545760 -0.841066 0.0 0.0 0.0 0.000
H -1.480880 6.277865 -1.176918 0.0 0.0 0.0 0.000
H -1.814467 5.668229 0.453262 0.0 0.0 0.0 0.000
H 4.223419 4.647402 -1.638242 0.0 0.0 0.0 0.000
H 3.054373 3.359226 -2.026464 0.0 0.0 0.0 0.005
H 3.516833 3.641863 -0.347491 0.0 0.0 0.0 0.000
H 2.961408 6.493011 -2.549300 0.0 0.0 0.0 0.000
H 1.229174 6.593156 -2.221604 0.0 0.0 0.0 0.000
H 1.863229 5.267146 -3.208708 0.0 0.0 0.0 0.000
H -4.098712 2.466658 -2.763846 0.0 0.0 0.0 0.000
H -5.440602 1.700846 -1.907870 0.0 0.0 0.0 0.000
H -5.003338 1.145304 -3.530611 0.0 0.0 0.0 0.000
H -3.507464 -1.339727 -1.205355 0.0 0.0 0.0 0.000
H -4.915265 -1.079657 -2.236323 0.0 0.0 0.0 0.000
H -4.933968 -0.442504 -0.578421 0.0 0.0 0.0 0.000
O -3.532545 -3.152542 0.860739 0.0 0.0 0.0 0.000
P -1.933759 -3.202405 0.951796 -0.1 -0.2 -0.1 0.001
O -1.500143 -3.778831 2.223779 0.0 0.0 0.0 0.000
O -1.448900 -1.760658 0.658155 0.1 0.1 0.1 -0.002
O -1.532865 -4.031695 -0.349894 -0.1 0.0 0.0 0.000
P -0.842325 -3.401112 -1.707902 0.0 0.0 -0.1 -0.005
O -1.783214 -2.309565 -2.205101 0.0 -0.2 -0.2 -0.002
O -0.415000 -4.514288 -2.557989 0.0 0.0 0.0 0.001
O 0.383025 -2.595460 -1.071281 -0.2 0.2 0.1 -0.019
H -3.834340 -3.176568 -0.055465 0.0 0.0 0.0 0.000
H -1.112682 -1.780420 -3.586985 -0.1 0.0 0.1 -0.003
O 1.591334 0.315964 -0.684269 -0.2 0.2 -0.1 0.157
C 1.517054 0.171624 -1.964553 -0.1 -0.2 0.0 0.214
N 0.325342 -0.320519 -2.381910 0.2 -0.4 0.1 -0.026
C 0.453949 -0.746468 -3.649736 0.0 0.1 -0.1 0.226
O -0.496002 -1.386255 -4.288341 0.1 0.0 -0.1 0.092
C 1.748308 -0.383210 -4.146180 0.0 0.0 0.0 0.090
C 2.375050 -0.540618 -5.385513 0.0 0.0 0.0 0.048
C 3.683770 -0.127862 -5.509235 0.0 0.0 0.0 0.035
C 4.385164 0.429175 -4.419367 0.0 0.0 0.0 0.040
C 3.783603 0.588203 -3.189656 0.0 0.0 0.0 0.028
C 2.452114 0.190693 -3.050691 0.0 0.1 0.0 0.049
H 1.847426 -0.989399 -6.217180 0.0 0.0 0.0 0.006
H 4.193020 -0.241740 -6.457417 0.0 0.0 0.0 0.002
H 5.415676 0.730511 -4.556878 0.0 0.0 0.0 0.004
H 4.324909 1.010881 -2.351877 0.0 0.0 0.0 0.018